Record 1
Molecular formula: C29H28AsNO2S5Y
Method: DFT, wB97M-V/def2-TZVPD

Output
Frontier orbital gap (eV): 6.71
Energy relative to the best compared isomer or geometry (same formula, charge and spin) (kJ/mol): 69.4
Charge: -1
Molecular weight (g/mol): 746.71
E_LUMO (eV): 2.25

XYZ file:
```
67
Properties=species:S:1:pos:R:3:forces:R:3:mulliken_charge:R:1
Y 0.826550 -0.653048 0.379573 -0.14 -0.54 -0.21 0.421
S 1.365193 -3.349023 0.280840 -0.05 0.06 -0.03 -0.387
C 1.796414 -3.038114 -1.401058 -0.01 0.01 0.13 0.102
C 3.117624 -3.128064 -1.848337 0.07 -0.06 0.02 -0.601
C 3.445688 -2.916031 -3.173591 -0.03 0.02 -0.08 -0.583
C 2.453930 -2.607115 -4.097692 -0.02 0.00 0.03 -0.649
C 1.140281 -2.486672 -3.677467 -0.01 0.00 0.01 -0.303
C 0.819627 -2.671924 -2.337591 -0.05 -0.01 -0.07 0.326
S -0.817127 -2.437386 -1.680281 0.09 -0.09 0.11 0.087
C -1.550237 -1.327614 -2.894963 -0.13 0.27 -0.15 -0.495
C -2.491929 -0.364104 -2.224139 0.07 -0.05 0.05 0.128
C -3.759938 -0.118517 -2.729229 -0.01 0.04 0.02 -0.988
C -4.528682 0.876824 -2.140905 -0.01 -0.04 -0.04 -0.638
C -4.001496 1.596161 -1.087105 0.09 0.01 0.01 -0.913
C -2.726709 1.265122 -0.627320 -0.02 0.01 -0.01 0.325
C -2.136114 2.021384 0.537507 -0.19 0.07 0.04 -0.867
S -0.339199 2.031679 0.658228 0.28 0.17 0.09 -0.006
C 0.094403 2.957179 -0.799404 -0.05 -0.13 -0.04 -0.232
C -0.159997 4.326232 -0.766034 -0.02 0.07 0.00 -0.501
C 0.142141 5.135986 -1.843374 0.01 -0.03 -0.01 -0.758
C 0.738182 4.553494 -2.960055 0.00 -0.01 0.01 -0.478
C 1.019319 3.203740 -2.982708 0.01 0.07 -0.05 -0.776
C 0.710435 2.349938 -1.907312 -0.08 -0.10 0.01 0.805
S 1.106359 0.657231 -2.074536 0.10 0.12 0.06 -0.191
N -2.009339 0.293743 -1.167274 -0.03 -0.02 0.10 0.701
H 3.885736 -3.359661 -1.122155 -0.02 0.01 0.02 0.405
H 4.479978 -2.981239 -3.487206 0.00 0.00 0.00 0.347
H 2.698683 -2.438712 -5.138336 0.02 -0.01 0.00 0.375
H 0.370223 -2.233081 -4.393258 0.01 0.01 -0.02 0.319
H -2.061988 -1.859452 -3.697685 0.03 -0.08 0.05 0.512
H -0.745616 -0.711056 -3.308843 0.04 -0.06 0.02 0.180
H -4.123697 -0.686113 -3.575379 -0.01 0.01 -0.01 0.451
H -5.521010 1.095655 -2.515199 0.00 0.00 0.00 0.407
H -4.552771 2.401034 -0.618307 -0.02 0.00 -0.01 0.496
H -2.507060 1.616473 1.484859 0.10 -0.09 0.00 0.345
H -2.475931 3.058274 0.497797 0.02 -0.01 0.00 0.599
H -0.590208 4.753425 0.133045 0.00 0.00 0.00 0.479
H -0.059132 6.198540 -1.806579 0.00 0.00 0.00 0.363
H 1.002156 5.161159 -3.817677 -0.01 0.02 0.01 0.342
H 1.501416 2.769676 -3.849214 0.00 -0.03 0.01 0.472
O 3.442782 1.869155 0.601012 0.11 0.02 0.06 -0.622
C 3.237010 0.856715 1.248342 -0.06 0.05 0.22 0.123
O 2.881949 -0.293843 0.754873 -0.02 0.15 -0.17 -0.600
C 3.380841 0.855611 2.751230 -0.02 0.07 -0.05 0.365
C 4.532538 1.435574 3.273365 0.01 0.01 0.03 -0.579
C 4.777755 1.453833 4.635874 0.00 0.00 -0.01 -0.524
C 3.832673 0.902285 5.491481 0.00 0.00 0.01 -0.527
C 2.668538 0.354874 4.982320 0.04 0.01 0.08 -0.673
C 2.410333 0.314495 3.607831 -0.14 -0.09 -0.01 0.790
S 0.841034 -0.363400 3.115332 0.13 0.16 -0.20 -0.300
H 5.233210 1.877857 2.575786 0.01 0.00 0.01 0.390
H 5.685974 1.895234 5.027206 0.01 0.00 -0.01 0.358
H 3.995723 0.905149 6.563215 0.01 0.01 0.00 0.338
H 1.926719 -0.052312 5.658201 -0.02 -0.01 -0.03 0.393
C -3.648280 -1.453743 1.122352 -0.10 -0.09 0.06 -1.234
As -1.832589 -1.911433 1.709080 0.02 0.13 -0.05 0.889
C -2.162131 -1.780079 3.629338 -0.04 -0.04 -0.04 -1.297
C -2.009443 -3.846106 1.537080 -0.04 0.03 0.01 -1.252
H -4.363681 -2.100557 1.634290 -0.01 0.01 -0.02 0.520
H -3.747103 -1.589033 0.045590 0.02 0.00 -0.01 0.218
H -3.881794 -0.417107 1.363818 0.04 0.01 0.00 0.327
H -3.103947 -2.279587 3.864110 0.01 0.02 0.05 0.462
H -2.197524 -0.734211 3.928817 -0.01 0.00 0.00 0.340
H -1.337347 -2.249395 4.161257 0.01 0.00 0.00 0.362
H -2.845505 -4.177069 2.155844 0.01 -0.05 -0.03 0.443
H -1.085284 -4.328292 1.847074 0.00 0.02 0.03 0.321
H -2.188601 -4.100605 0.493645 0.02 0.01 0.00 0.344
```
Forces are in eV/Å.


Record 2
Molecular formula: C2H7NO2S2
Method: DFT, wB97M-V/def2-TZVPD

Output
Frontier orbital gap (spin up / spin down) (eV): 5.73 / 6.77
Energy relative to the best compared isomer or geometry (same formula, charge and spin) (kJ/mol): 194.9
Molecular weight (g/mol): 141.22
<S²>: 2.01
2S+1: 3
E_LUMO (spin up / spin down) (eV): 0.69 / -3.21

XYZ file:
```
14
Properties=species:S:1:pos:R:3:forces:R:3:mulliken_spin:R:1
C -1.771608 0.034152 -0.450526 -1.41 -0.38 3.17 0.033
C 1.576910 -1.540001 0.353280 2.16 2.26 -0.73 -0.075
N -1.118223 1.280391 -0.278152 0.60 2.97 -0.76 0.100
O 0.467367 0.572425 1.468817 -0.20 0.32 2.73 0.057
O 1.072321 2.486348 -0.034969 0.65 2.20 -0.12 0.062
S 1.427572 -0.255863 -0.972423 3.51 -4.32 -3.72 1.478
S 0.478290 1.228418 0.204162 -3.41 0.76 1.60 0.262
H -1.730713 -0.411551 0.669614 -0.74 0.30 -2.81 -0.003
H -2.793090 0.228896 -0.850678 0.61 -0.42 0.71 0.001
H -1.269096 -0.589757 -1.137937 0.50 -1.08 -0.77 -0.018
H 1.830448 -2.436201 -0.120352 -0.63 -1.51 -0.79 0.044
H 0.779928 -1.336346 0.973344 -1.95 -0.73 1.38 0.017
H 2.472429 -1.380146 0.983498 -0.20 0.66 -0.31 0.053
H -1.422535 2.119235 -0.807677 0.50 -1.03 0.42 -0.011
```
Forces are in eV/Å.


Record 3
Molecular formula: C4H9NOS
Method: DFT, wB97M-V/def2-TZVPD

Output
SMILES: CC(C)=O.CN=S
Frontier orbital gap (spin up / spin down) (eV): 7.48 / 7.48
Energy relative to the best compared isomer or geometry (same formula, charge and spin) (kJ/mol): 368.4
Molecular weight (g/mol): 119.19
E_LUMO (spin up / spin down) (eV): -1.22 / -1.22

XYZ file:
```
16
Properties=species:S:1:pos:R:3:forces:R:3:mulliken_charge:R:1
C 1.580939 -0.215214 1.331013 -1.00 -0.31 1.98 -0.865
C 1.134501 0.906176 0.431797 0.10 2.24 0.33 0.777
C 0.948943 0.917890 -1.085726 -0.41 -0.28 0.41 -1.118
O 1.113840 2.035585 0.942376 -0.29 -1.64 -0.63 -0.572
H 2.529152 -0.543742 0.855114 -0.09 0.15 1.05 0.252
H 0.984123 -1.158765 1.588028 0.34 1.33 -1.34 0.266
H 1.538878 0.347302 2.361851 1.23 -1.26 -1.86 0.273
H 0.072437 1.541759 -1.201371 -0.08 0.36 -0.26 0.307
H 0.718185 -0.013431 -1.591982 0.38 -0.34 0.17 0.302
H 1.786645 1.443355 -1.553168 -0.05 -0.22 0.14 0.373
C -2.077261 -0.439204 -0.428532 3.92 1.59 1.59 -0.736
N -1.376699 -1.764000 -0.229095 -0.34 2.44 -0.32 -0.056
S -2.383143 -2.905371 -0.115012 -0.52 -1.57 0.18 -0.104
H -3.087637 -0.567088 -0.523480 -2.58 -0.25 -0.37 0.481
H -1.861424 0.272162 0.471938 -0.29 -1.50 -1.20 0.230
H -1.621484 0.142579 -1.253749 -0.31 -0.74 0.14 0.190
```
Forces are in eV/Å.


Record 4
Molecular formula: C25H21BrClIrN6O4S
Method: DFT, wB97M-V/def2-TZVPD

Output
Frontier orbital gap (eV): 6.02
Energy relative to the best compared isomer or geometry (same formula, charge and spin) (kJ/mol): 72.3
Charge: +2
Molecular weight (g/mol): 809.12
E_LUMO (eV): -6.89

XYZ file:
```
60
Properties=species:S:1:pos:R:3:forces:R:3:mulliken_charge:R:1
Ir -0.734045 0.842131 -0.456486 0.88 0.19 -3.24 0.364
Br 6.214029 4.194463 -1.733408 -0.01 -0.02 0.01 -0.085
C 4.535502 3.489708 -1.299345 0.06 0.05 -0.08 0.249
C 4.120536 3.639454 0.095369 -0.12 0.04 0.11 -0.453
C 2.939901 3.182363 0.508659 0.01 0.16 -0.18 -1.211
C 2.111225 2.354733 -0.414227 -0.05 -0.70 -0.10 0.861
C 2.436002 2.435540 -1.918387 -0.06 0.15 0.02 0.469
C 3.761553 2.943438 -2.249327 0.00 -0.01 -0.08 -0.675
N 0.656424 2.398045 -0.235994 -0.05 0.13 0.64 0.259
C 0.145924 3.511908 0.125827 -0.08 -0.05 -0.10 0.085
C -1.315776 3.627574 0.130486 0.12 -0.07 -0.19 0.241
C -1.991172 4.816577 0.269869 -0.01 0.03 0.00 -0.831
C -3.362876 4.840356 0.017004 0.01 0.02 0.01 -0.269
C -3.994842 3.680337 -0.384851 0.01 -0.01 0.01 -0.842
C -3.257537 2.506343 -0.470663 -0.02 0.04 0.17 0.176
N -1.952382 2.478876 -0.200302 -0.26 -0.39 0.51 -0.269
H 4.792454 4.147030 0.773312 -0.01 0.03 -0.01 0.494
H 2.606124 3.315434 1.531129 0.05 -0.06 0.03 0.606
H 2.413298 1.317672 -0.227259 0.04 0.01 0.14 -0.228
H 4.044978 2.936881 -3.292862 0.03 -0.06 0.01 0.499
H 0.763847 4.381073 0.332870 -0.03 0.04 -0.02 0.624
H -1.455265 5.715489 0.542294 0.00 0.00 -0.01 0.446
H -3.917361 5.763901 0.113260 0.00 0.00 0.00 0.468
H -5.048341 3.665648 -0.623767 0.00 0.00 0.01 0.421
H -3.715294 1.565875 -0.743548 0.00 0.01 0.00 0.421
O 0.698310 -0.640523 -1.141438 -0.62 0.60 0.60 -0.568
Cl 1.665113 -0.951174 0.125253 0.66 -0.07 -0.30 0.947
O 2.307039 0.416739 4.194135 0.00 0.00 0.01 -0.176
O 4.251707 -1.630409 -0.189359 0.03 -0.14 -0.05 -0.467
O 1.623462 2.039657 -2.719874 -0.04 0.12 -0.04 -0.552
N 1.586302 -4.580941 1.422877 -0.03 0.08 0.10 -0.032
C 0.493282 -4.467935 0.645534 -0.06 0.04 0.05 -0.434
N 0.404706 -3.268514 0.116495 -0.06 0.04 0.15 -0.409
C 1.505937 -2.636916 0.559899 -0.29 -0.03 -0.33 0.064
C 2.196950 -0.017419 3.165962 0.04 0.00 0.05 0.195
C 5.071348 -2.206995 0.485063 0.20 0.19 0.22 -0.151
C 4.760296 -2.848597 1.776097 -0.11 -0.09 -0.08 -0.480
C 3.573712 -3.363293 2.109958 -0.10 0.23 0.21 -0.766
C 2.301349 -3.392522 1.389286 0.22 -0.45 -0.39 0.520
H 1.869019 -5.406185 1.930089 0.02 -0.01 -0.04 0.191
H -0.212913 -5.268795 0.499529 0.02 -0.01 -0.02 0.465
H -0.314482 -0.165653 0.517413 -0.48 0.02 2.43 0.137
H 6.125111 -2.268704 0.168832 -0.02 -0.02 -0.05 0.412
H 5.588258 -3.001976 2.457195 0.03 -0.05 -0.05 0.421
H 3.534906 -3.915873 3.044883 -0.02 0.04 0.01 0.370
N -6.042930 -3.805919 -0.167682 0.00 0.01 0.01 -0.337
C -5.018803 -3.795154 -1.035940 0.00 0.01 0.01 0.146
S -4.775083 -4.954767 -2.161321 0.05 -0.02 0.02 -0.305
C -4.054616 -2.653792 -0.883642 0.00 0.01 -0.01 1.017
C -3.246819 -2.281872 -1.952902 -0.06 0.03 -0.02 -0.616
C -2.342373 -1.255367 -1.802463 0.09 -0.03 0.04 -0.540
N -2.199611 -0.588360 -0.642907 0.04 0.02 -0.18 0.193
C -2.965935 -0.943598 0.398358 -0.06 0.00 -0.04 -0.468
C -3.899741 -1.954910 0.311949 0.03 -0.04 0.05 -0.835
H -6.717728 -4.550729 -0.241955 -0.01 0.00 0.00 0.230
H -6.274374 -3.022220 0.417029 -0.01 0.03 -0.02 0.180
H -3.326102 -2.807909 -2.893641 0.01 0.00 0.00 0.457
H -1.691857 -0.956714 -2.613015 0.01 0.00 0.00 0.492
H -2.813026 -0.395580 1.317955 0.02 -0.01 0.01 0.519
H -4.457340 -2.207944 1.202713 -0.02 -0.02 -0.01 0.361
```
Forces are in eV/Å.